Entry from the Open Molecules 2025 dataset: C33H55ClN2O2P2Pt as an isolated structure in a non-equilibrium geometry (ωB97M-V/def2-TZVPD).

Output
E_HOMO (spin up / spin down)   -0.1758 / -0.2989 hartree
Total charge   0
Spin multiplicity   5
Frontier orbital gap (spin up / spin down)   4.94 / 6.18 eV

Geometry as XYZ:
```
96
Properties=species:S:1:pos:R:3:lowdin_spin:R:1
Pt 0.0457 -1.0584 -1.2021 1.273
Cl 0.0862 0.1685 -3.4715 0.305
P -0.4558 -2.8623 -2.3154 0.208
P 0.4717 3.8048 -2.2828 0.578
O -0.1179 -2.7478 3.5158 0.000
O 0.4042 0.7072 0.5172 0.140
N 0.1801 -1.3148 1.7082 0.046
N 0.0396 0.6502 2.8023 0.004
C 2.7207 4.3137 -3.3765 0.053
C 1.4398 3.7915 0.3358 0.005
C 0.0406 -1.6270 3.0282 0.005
C -2.1422 2.8792 -3.1953 0.027
C 2.0548 -2.5601 -3.6765 0.018
C 1.3344 -0.1307 4.6562 0.000
C 1.9874 3.0435 -2.9071 0.057
C -3.1637 -1.9988 -1.8954 0.047
C 0.2711 4.2608 -0.5490 0.080
C 0.7134 -3.3173 -3.6975 0.019
C -2.6562 -0.7578 6.5526 0.000
C -1.3993 -0.7610 5.9372 0.000
C -1.2363 -3.7622 0.2422 0.014
C -0.9155 3.7762 -3.4479 0.054
C -2.2285 -2.7602 -2.8636 0.039
C -0.1640 -4.0129 -0.8301 0.037
C -2.7298 -4.1518 -3.3029 0.015
C -1.1953 5.2868 -3.5405 0.043
C 0.2366 0.0318 1.5803 0.023
C 0.9221 -4.8361 -3.7625 0.009
C -2.3851 0.1494 3.9279 0.001
C 2.5033 -0.7598 4.2263 0.000
C -1.2560 -0.2823 4.6308 0.000
C 2.6171 1.0136 6.3713 0.000
C 0.0525 -0.3337 3.8641 0.003
C -3.7767 -0.2770 5.8750 0.000
C 3.7572 0.2855 6.0137 0.000
C -1.0090 3.7394 0.1033 0.026
C 2.8494 2.0811 -2.0592 0.021
C -3.6443 0.1600 4.5491 0.000
C 3.7077 -0.5798 4.9199 0.000
C 1.1767 -3.6751 -0.1833 0.059
C 1.3986 0.7896 5.7119 0.000
H -2.5464 -4.9359 -2.5469 0.001
H -0.5027 3.4271 -4.4144 0.001
H 3.7746 4.1289 -3.6057 0.008
H 2.6360 5.1208 -2.6320 0.010
H -2.9400 3.1798 -3.8877 0.003
H -1.8199 5.5233 -4.4064 0.005
H 1.3908 -5.0980 -4.7214 0.002
H -2.2470 -3.7317 -0.1603 0.000
H 1.4896 -4.4048 0.5670 0.005
H 0.1592 -2.9947 -4.5966 0.000
H -2.2674 -4.4565 -4.2574 0.000
H 2.6953 -2.8565 -4.5183 0.000
H -4.5042 0.5247 3.9775 0.000
H 2.1988 4.7041 -4.2558 0.002
H -1.1154 0.0829 -1.2174 0.301
H -4.0896 -1.7106 -2.4153 0.001
H 1.6000 -5.1869 -2.9701 0.000
H -2.7602 -1.1267 7.5692 0.000
H -0.2003 -5.0479 -1.1844 0.006
H 0.4997 1.3274 6.0235 0.000
H 3.4462 2.5985 -1.2967 0.000
H 4.5940 -1.1309 4.5938 0.000
H -0.2428 5.8203 -3.6528 0.012
H 1.0000 -2.7301 0.3616 0.027
H 1.3748 2.7093 0.5216 0.001
H -0.9777 -2.7949 0.6950 0.009
H 0.2539 5.3740 -0.5769 0.021
H 2.4809 -1.4243 3.3547 0.000
H -2.7132 -1.0604 -1.5363 0.045
H -1.2216 -4.5198 1.0395 0.001
H 1.9742 -3.5525 -0.9181 0.010
H -0.5272 -1.1439 6.4580 0.000
H -1.0936 4.1460 1.1177 0.002
H -0.0249 -5.3879 -3.7087 0.001
H 3.5266 1.5498 -2.7497 0.003
H 2.6075 -2.7555 -2.7499 0.010
H 1.8977 -1.4802 -3.7657 0.002
H -1.9205 1.8326 -3.4299 0.003
H -4.7507 -0.2299 6.3627 0.000
H -1.6291 5.6884 -2.6145 0.000
H 0.3333 1.6188 2.8814 0.001
H 1.6708 2.4241 -3.7669 0.006
H 1.3684 4.2619 1.3268 0.000
H -2.1434 -2.1352 -3.7731 0.000
H 1.6437 -1.2630 -1.0918 0.265
H -3.8141 -4.1044 -3.4893 0.004
H -0.9658 2.6579 0.2509 0.006
H -1.9040 3.9617 -0.4751 0.001
H -2.2852 0.4975 2.8924 0.001
H -3.4529 -2.5989 -1.0263 0.000
H 2.2599 1.2955 -1.5670 0.012
H 2.6683 1.7501 7.1753 0.000
H 2.4148 3.9904 -0.1166 0.000
H -2.5194 2.9045 -2.1667 0.003
H 4.6848 0.3959 6.5835 0.000
```

Entry from the Open Molecules 2025 dataset: C33H55I2N8O8Pb as an isolated structure (ωB97M-V/def2-TZVPD).

Output
E_HOMO   -0.3486 hartree
Total charge   +1
Frontier orbital gap   7.58 eV

Geometry as XYZ:
```
107
Properties=species:S:1:pos:R:3:mulliken_charge:R:1
Pb 0.2075 -0.7797 -1.3585 2.697
I -0.2556 0.0919 -4.3278 0.342
I -3.8307 0.0218 -4.5658 0.045
O 1.9200 -3.1804 -1.0091 -0.464
O -0.7473 -2.9111 -2.5283 -0.203
O 3.0933 -0.7537 -0.1964 0.109
O 1.8347 -1.2753 -2.9853 -0.438
O 1.2480 1.5124 -1.5302 -0.429
O 2.5405 -2.7398 -4.5128 -0.727
O -1.9499 0.7706 -1.1222 -0.566
O 4.8731 -1.9440 0.4663 -0.575
N -1.8117 -1.2758 0.9971 0.833
N -0.2298 -3.9376 -4.4762 -0.132
N -3.9052 -1.4497 0.0624 0.619
N -3.7816 -1.2548 2.3540 0.315
N -0.5594 1.2130 1.4161 2.010
N -0.8055 2.6877 3.2894 0.627
N -1.6335 3.2334 1.1776 1.006
N 2.9226 2.7410 -0.7017 0.041
C 2.4716 -0.9005 3.4309 -0.817
C -0.9892 3.7740 0.0025 -1.383
C 3.3163 1.5008 -2.7623 -0.073
C 2.2721 -2.4184 -3.3627 -0.039
C -4.8810 -2.1588 2.6505 -1.229
C 0.4535 0.4583 2.0277 -1.183
C -3.1709 -0.6524 3.5077 -0.939
C -1.7737 -5.0177 -2.9536 -1.521
C 2.8981 -3.1509 -0.0065 -0.976
C 4.2085 3.4286 -0.7696 -0.918
C 1.0895 -2.9108 3.5699 -0.977
C -0.5515 4.0769 3.6346 -1.215
C 0.2628 -0.9442 2.3265 1.373
C 4.3497 4.3584 -1.9731 -0.625
C -0.9507 2.3176 1.9739 -1.365
C -0.6316 1.7802 4.4066 -0.865
C 2.4264 1.9019 -1.6203 0.099
C 2.4062 -3.5140 -2.3052 -0.400
C -2.0399 1.1174 -4.8550 -0.955
C -0.0566 -3.5905 3.2826 -1.207
C -5.1985 -0.8043 -0.0450 -1.209
C -1.0393 -3.0012 2.4689 -0.491
C 1.2726 -1.5848 3.1028 1.168
C 1.6469 1.0640 2.3421 -0.582
C -0.9016 -1.7274 1.9621 -1.016
C -0.8601 -3.8696 -3.2993 0.253
C -3.4770 -2.1851 -1.1082 -0.280
C 4.6631 3.6235 -3.2733 -0.799
C 3.5722 2.6619 -3.7376 -0.810
C 2.6647 0.3878 3.0335 -1.523
C -3.1056 -1.3443 1.1587 -0.117
C -2.7406 4.0157 1.6910 -1.194
C 3.6076 -1.8139 0.0562 0.381
H -2.4599 5.0476 1.9297 0.385
H 0.4016 1.7811 4.7658 0.314
H -3.9369 -0.1317 4.0874 0.514
H -5.7424 -1.6143 3.0440 0.332
H -1.6443 1.6773 -1.2359 0.178
H -3.5987 -1.5752 -2.0044 -0.248
H -0.5178 4.7451 0.2116 0.272
H -2.4319 -2.4556 -1.0192 -0.205
H 5.5894 3.0549 -3.1351 0.297
H 1.8352 -4.3677 -2.6699 0.209
H -1.2840 2.1015 5.2221 0.462
H 5.2409 -1.0521 0.5705 0.403
H 3.2254 -1.4235 4.0061 0.436
H 0.4799 -3.2613 -4.7354 0.182
H -2.0954 2.0292 -4.2745 0.369
H 2.8307 0.6663 -3.2600 -0.465
H -1.9108 -3.5754 2.1759 0.604
H 3.5841 0.9058 3.2791 0.416
H 0.3729 4.1389 4.2150 0.366
H 2.2860 2.9754 0.0427 0.268
H -1.4296 -5.9633 -3.3700 0.513
H 3.6326 -3.9498 -0.1255 0.477
H -5.1858 -2.6922 1.7551 0.402
H 4.2684 1.1349 -2.3656 0.543
H -0.8856 0.7668 4.1394 0.111
H 3.8610 2.2359 -4.6988 0.462
H 5.1470 5.0742 -1.7630 0.386
H 2.6369 3.2050 -3.9068 0.323
H -4.5681 -2.8932 3.4001 0.349
H -2.6837 -1.3877 4.1574 0.332
H -0.2017 -4.5981 3.6512 0.390
H -0.2276 3.0854 -0.3484 0.316
H -5.4386 -0.2753 0.8723 0.433
H 3.4540 -3.8214 -2.2621 0.571
H -1.7220 3.9371 -0.7931 0.354
H -1.3577 4.5033 4.2369 0.318
H 1.8716 -3.3645 4.1657 0.478
H -2.4398 0.0652 3.1649 0.073
H -2.7654 -4.8065 -3.3582 0.328
H -3.1455 3.5482 2.5858 0.360
H -3.5290 4.0520 0.9362 0.312
H -1.8669 0.6177 -0.1591 -0.176
H 2.3993 -3.2902 0.9549 0.089
H -1.8508 -5.0966 -1.8728 0.240
H -5.1757 -0.0853 -0.8687 0.220
H -4.0750 -3.0970 -1.2230 0.504
H -0.2868 -4.7737 -5.0309 0.211
H 4.3002 3.9928 0.1568 0.549
H 3.4238 4.9322 -2.0781 0.303
H -1.9694 1.3329 -5.9137 0.516
H 5.0168 2.6916 -0.7740 0.303
H -0.4267 4.6791 2.7392 0.360
H 4.8626 4.3518 -4.0613 0.384
H 1.7757 2.1090 2.0852 0.537
H -5.9864 -1.5350 -0.2491 0.364
```

Q: What is the formula in the first record?
A: C33H55ClN2O2P2Pt

Q: The highest total charge belongs to which entry?
A: C33H55I2N8O8Pb